No. 1
A 6-piece molecular cluster, H11NO4 overall at a distorted geometry, computed with wB97M-V/def2-TZVPD.

```
16
Properties=species:S:1:pos:R:3:forces:R:3
N -2.827 0.695 0.463 -0.1 0.3 -0.2
H -3.428 1.347 -0.031 -0.1 0.0 0.1
H -1.975 1.212 0.684 -0.3 -0.2 0.0
H -2.580 -0.012 -0.220 0.1 -0.1 0.1
H -0.407 -0.962 -0.963 -0.5 -0.1 -1.0
H -1.025 -2.368 -0.668 -0.1 -0.3 -0.2
O -1.223 -1.513 -1.061 0.4 0.0 0.8
H 1.072 0.584 -1.705 0.3 -0.3 0.0
H 0.611 -0.851 0.429 0.7 2.3 -3.2
O 0.890 0.047 -0.921 -1.1 -2.1 3.4
H 2.232 -0.403 -0.034 0.9 0.3 -0.5
H 3.001 -1.538 0.673 0.4 -0.1 -0.1
O 3.050 -0.596 0.479 -0.9 -0.3 0.6
H 0.298 0.886 0.386 -0.2 1.3 -0.2
H 0.530 1.227 1.850 0.0 0.4 0.3
O -0.034 1.481 1.110 0.5 -1.2 0.1
```
Forces are in eV/Å.

Summary:
Strongest force on any atom   4.16 eV Å⁻¹
Kohn-Sham gap   4.941 eV
Net charge   0
Total energy   -9853.0058 eV

Formally, the natural (NBO) partial charges of the atoms, in units of the elementary charge, are as follows:
1. N -1.10
2. H 0.34
3. H 0.38
4. H 0.37
5. H 0.48
6. H 0.46
7. O -0.93
8. H 0.57
9. H 0.61
10. O -1.22
11. H 0.48
12. H 0.46
13. O -0.92
14. H 0.48
15. H 0.47
16. O -0.93

No. 2
A 5-piece molecular cluster, H11NO4 overall at a distorted geometry, computed with wB97M-V/def2-TZVPD.

```
16
Properties=species:S:1:pos:R:3:forces:R:3
N 3.089 0.931 -2.295 -0.4 -1.0 0.3
H 2.683 1.645 -1.703 0.2 0.2 0.1
H 2.516 0.104 -2.097 -0.1 0.3 -0.4
H 3.972 0.643 -1.890 0.3 0.4 0.0
H 1.250 -1.357 -0.249 0.0 0.1 -0.1
H 0.038 -1.991 -0.974 0.1 0.1 -0.1
O 0.495 -1.937 -0.131 -0.1 -0.2 0.3
H -5.281 2.325 4.220 0.1 0.0 0.1
H -4.476 2.506 5.521 -0.2 -0.2 -0.2
O -4.909 1.842 4.966 0.1 0.2 0.1
H -0.865 3.141 -3.633 -0.3 -0.1 -0.1
H -1.725 2.354 -2.576 0.3 0.3 -0.4
O -0.893 2.823 -2.728 0.0 -0.2 0.5
H 0.606 -4.130 1.188 0.4 0.0 -0.1
H 2.134 -4.179 1.090 -0.1 0.1 0.0
O 1.366 -4.721 1.292 -0.2 0.0 0.1
```
Forces are in eV/Å.

Summary:
Strongest force on any atom   1.10 eV Å⁻¹
Kohn-Sham gap   10.907 eV
Net charge   0
SMILES   N.O.O.O.O
Total energy   -9858.3332 eV

Formally, the natural (NBO) partial charges of the atoms, in units of the elementary charge, are as follows:
1. N -1.05
2. H 0.36
3. H 0.34
4. H 0.35
5. H 0.47
6. H 0.48
7. O -0.95
8. H 0.47
9. H 0.47
10. O -0.94
11. H 0.48
12. H 0.47
13. O -0.95
14. H 0.48
15. H 0.47
16. O -0.95

No. 3
A 6-piece molecular cluster, H11O5S overall, computed with wB97M-V/def2-TZVPD.

```
17
Properties=species:S:1:pos:R:3:forces:R:3
S 0.736 1.352 -0.734 -0.1 0.0 0.0
H 1.751 1.090 -1.564 0.2 0.1 0.0
H 0.882 -1.864 0.912 0.0 0.2 0.0
H 2.063 -2.107 -0.004 0.0 0.2 0.0
O 1.783 -2.209 0.911 0.0 -0.2 0.1
H -0.891 -0.447 2.249 0.4 -0.3 -0.2
H -1.980 0.205 1.570 -0.3 -0.3 -0.7
O -1.552 -0.662 1.571 0.0 0.4 0.8
H -1.986 0.121 -1.516 0.1 0.0 0.0
H -1.983 1.411 -0.753 0.2 0.0 -0.2
O -2.589 0.767 -1.135 -0.4 0.1 0.1
H 1.494 0.342 2.415 -0.2 -0.1 0.2
H 0.847 1.434 1.662 -0.3 -0.3 0.2
O 0.755 0.958 2.521 0.5 0.2 -0.3
H 0.402 -0.430 -2.328 0.0 0.1 0.0
H -0.269 -1.557 -1.652 0.0 -0.1 0.0
O 0.085 -1.333 -2.521 -0.1 0.0 0.1
```
Forces are in eV/Å.

Summary:
Strongest force on any atom   0.92 eV Å⁻¹
Kohn-Sham gap   7.722 eV
Net charge   -1
Total energy   -21253.5335 eV

Formally, the natural (NBO) partial charges of the atoms, in units of the elementary charge, are as follows:
1. S -1.05
2. H 0.11
3. H 0.49
4. H 0.48
5. O -0.96
6. H 0.48
7. H 0.47
8. O -0.96
9. H 0.48
10. H 0.48
11. O -0.97
12. H 0.47
13. H 0.51
14. O -1.00
15. H 0.49
16. H 0.46
17. O -0.98

No. 4
A 6-piece molecular cluster, H11O5S overall at a distorted geometry, computed with wB97M-V/def2-TZVPD.

```
17
Properties=species:S:1:pos:R:3:forces:R:3
S -1.628 0.452 0.446 0.1 0.1 -1.1
H -1.917 -0.218 1.527 -0.2 -0.5 1.0
H -1.660 -1.905 -0.240 1.8 -2.4 -0.6
H -1.278 -2.868 -1.463 0.2 0.1 1.4
O -1.167 -2.833 -0.478 -1.8 2.6 -0.7
H 3.928 1.587 -0.011 3.5 -2.0 1.4
H 4.960 0.283 0.594 -1.0 3.5 -1.2
O 4.917 1.300 0.316 -2.6 -1.6 -0.3
H 2.237 -0.891 -1.175 -0.2 0.3 0.6
H 1.161 -0.481 -0.169 -0.6 0.1 0.1
O 2.105 -0.414 -0.337 0.6 -0.3 -0.6
H 1.108 1.992 1.771 0.8 0.6 0.3
H -0.088 1.927 1.113 -1.4 0.2 -0.8
O 0.523 2.640 1.358 0.6 -0.7 0.4
H -4.321 -0.616 -1.706 1.6 -1.4 -2.1
H -4.110 0.222 -0.505 1.4 0.6 0.9
O -4.768 -0.180 -1.041 -2.9 0.8 1.2
```
Forces are in eV/Å.

Summary:
Strongest force on any atom   4.26 eV Å⁻¹
Kohn-Sham gap   7.600 eV
Net charge   -1
Total energy   -21252.6622 eV

Formally, the natural (NBO) partial charges of the atoms, in units of the elementary charge, are as follows:
1. S -1.01
2. H 0.10
3. H 0.51
4. H 0.45
5. O -1.00
6. H 0.51
7. H 0.48
8. O -1.00
9. H 0.46
10. H 0.51
11. O -0.97
12. H 0.45
13. H 0.49
14. O -0.98
15. H 0.46
16. H 0.50
17. O -0.96

Number 1: HOMO level -9.3 eV. Number 2: HOMO level -10.6 eV. Number 3: HOMO level -4.0 eV. Number 4: HOMO level -4.3 eV.